*i*
DFT (ωB97M-V/def2-TZVPD) results for 2 unconnected molecules or ions with the total composition C4H6FNO.

CARTESIAN COORDINATES (ANGSTROEM)
C1 -3.0150 -0.3842 -0.1258
C2 2.5350 0.5430 -0.3897
C3 -2.0376 -0.3304 0.7605
C4 2.2677 -0.5988 0.2506
N1 -4.0108 -0.5714 -0.8600
O1 -0.7784 -0.8674 0.8784
F1 1.9456 -1.7082 -0.4361
H1 2.3418 0.8167 -1.3740
H2 -4.0392 -0.1925 -1.7911
H3 2.9366 1.4636 -0.0110
H4 -1.8801 0.5135 1.4231
H5 2.4920 -0.9635 1.3009
H6 -0.8607 -1.7820 0.6054

As for the LUMO energy: 0.022 Eh. As for the highest occupied orbital energy: -8.453 eV. The spin multiplicity is 1. Its SMILES is N=C=CO.C=CF.

*ii*
DFT (ωB97M-V/def2-TZVPD) results for C4H6FNO in the gas phase.

CARTESIAN COORDINATES (ANGSTROEM)
C1 0.7870 1.6424 1.1739
C2 -0.1673 -1.2511 -0.9669
C3 -1.2180 0.5109 0.0870
C4 1.7998 2.1324 1.8362
N1 -0.1635 1.3721 0.4824
O1 -0.9866 -0.9762 0.0812
F1 2.9542 2.4476 1.2493
H1 -0.6529 -1.3800 -1.9370
H2 0.1475 -2.3299 -0.8371
H3 0.7346 -0.5138 -0.9813
H4 -1.7308 0.7043 -0.8421
H5 -1.9001 0.5735 0.9248
H6 1.7059 2.4352 2.8004

As for the LUMO energy: 0.024 Eh. As for the highest occupied orbital energy: -8.419 eV. The spin multiplicity is 1. Its SMILES is COCN=C=CF.

*iii*
DFT (ωB97M-V/def2-TZVPD) results for C4H6FNO in the gas phase.

CARTESIAN COORDINATES (ANGSTROEM)
C1 1.6073 -0.7798 -1.0180
C2 -0.5826 0.2406 1.1178
C3 -0.6173 0.4831 -1.2031
C4 2.7553 -1.3574 -0.7027
N1 0.5778 -0.3865 -1.5419
O1 -0.6046 1.0406 -0.0099
F1 2.7850 -2.6437 -0.1329
H1 -1.1832 -0.7132 0.7890
H2 -1.1608 0.7065 1.8505
H3 0.4910 -0.0820 1.2871
H4 -1.3010 -0.5223 -1.1597
H5 -0.9528 1.0955 -1.9776
H6 3.6517 -0.9478 -0.5748

As for the LUMO energy: 0.027 Eh. As for the highest occupied orbital energy: -8.451 eV. The spin multiplicity is 1. Its SMILES is COCN=C=CF.

What should be chosen as the most stable of them? Choose *ii*.

*i*
DFT (ωB97M-V/def2-TZVPD) results for C4H6FNO in the gas phase.

CARTESIAN COORDINATES (ANGSTROEM)
C1 0.6777 1.7910 0.7176
C2 0.1999 0.6720 -0.1109
C3 0.1463 -0.7931 0.1057
C4 -1.0331 -1.5441 -0.2892
H1 1.7787 1.7425 0.9989
H2 0.2480 1.5497 1.7560
H3 0.7778 -1.1747 1.0542
H4 -1.7009 -0.8716 -0.6468
H5 -1.5667 -2.5239 0.1005
H6 0.4131 -1.1776 -1.9015
N1 0.1559 -1.7982 -0.9760
O1 -0.4751 1.1451 -1.0605
F1 0.3785 2.9829 0.2521

As for the LUMO energy: 0.022 Eh. As for the highest occupied orbital energy: -10.102 eV. The spin multiplicity is 1. Its SMILES is O=C(CF)[C@H]1CN1.

*ii*
DFT (ωB97M-V/def2-TZVPD) results for a molecular structure, C4H6FNO.

CARTESIAN COORDINATES (ANGSTROEM)
C1 1.6307 0.7454 -0.1799
C2 -0.2189 -1.2094 -0.0590
C3 -1.3957 -0.6119 -0.4751
C4 -1.7639 0.8904 -0.1325
H1 0.7777 1.2063 -0.8590
H2 1.7895 1.1785 0.9990
H3 2.7926 0.6663 -0.5253
H4 1.9449 -1.3035 0.7984
H5 -0.1716 -2.3085 0.5364
H6 -1.0252 1.8262 -0.2473
N1 1.0776 -0.6855 0.0387
O1 -2.9782 1.0239 0.2093
F1 -2.4595 -1.4183 -0.1038

As for the LUMO energy: 0.000 Eh. As for the highest occupied orbital energy: -8.360 eV. The spin multiplicity is 1.

What should be chosen as the most stable of them? Choose *i*.

*i*
DFT (ωB97M-V/def2-TZVPD) results for C6H12N2O3 in the gas phase.

CARTESIAN COORDINATES (ANGSTROEM)
C1 -0.6444 1.2804 -0.0003
C2 0.3789 2.3140 0.3534
C3 -2.3610 -1.1683 0.7416
C4 -0.0773 -0.4108 -1.6929
C5 -0.7284 -1.2968 0.6755
C6 -0.0999 -0.1268 -0.1441
N1 2.2107 -0.2658 -0.7714
N2 1.5256 -0.1063 0.2612
O1 1.9149 -0.0114 1.4555
O2 -1.8170 1.6217 -0.1364
O3 3.4431 -0.6146 -0.5295
H1 0.1229 2.4252 1.3382
H2 0.1714 3.2313 -0.2232
H3 1.4665 2.0517 0.2109
H4 -2.6598 -0.9775 -0.2839
H5 -2.7136 -2.1288 1.1839
H6 -2.5755 -0.2737 1.4406
H7 0.2063 -1.5238 -1.8815
H8 0.6677 0.1803 -2.3069
H9 -1.0933 -0.2380 -2.0730
H10 -0.5536 -2.1805 0.1578
H11 -0.4690 -1.2186 1.7233
H12 3.6847 -0.5629 0.5008

As for the LUMO energy: 0.029 Eh. As for the highest occupied orbital energy: -9.567 eV. The spin multiplicity is 1. Its SMILES is CC[C@@](C)(C(C)=O)/[N+]([O-])=N/O.

*ii*
DFT (ωB97M-V/def2-TZVPD) results for 2 unconnected molecules or ions with the total composition C6H12N2O3.

CARTESIAN COORDINATES (ANGSTROEM)
C1 0.4966 1.7528 0.7117
C2 1.9161 -0.3711 0.0297
C3 -0.5402 0.2263 -1.6470
C4 -0.4781 -1.8742 -0.3329
C5 -1.9290 -0.0931 0.2580
C6 0.5097 0.2290 0.5055
N1 1.6184 2.1542 1.3319
N2 -0.5343 -0.3894 -0.3031
O1 1.9369 -1.1683 -0.9369
O2 -0.4418 2.3651 0.2153
O3 2.9107 0.0459 0.5779
H1 -0.7375 1.3304 -1.5556
H2 0.4696 -0.0009 -2.1310
H3 -1.3056 -0.3221 -2.2843
H4 -0.1347 -2.2554 0.6901
H5 -1.4934 -2.1727 -0.6537
H6 0.2851 -2.4239 -0.9549
H7 -2.0207 -0.5579 1.3069
H8 -2.1313 1.0234 0.4562
H9 -2.7352 -0.5692 -0.3494
H10 0.0705 -1.4832 2.3433
H11 2.4332 1.4509 1.3883
H12 1.8348 3.1034 1.3341

As for the LUMO energy (alpha / beta): -0.050 / -0.058 Eh. As for the highest occupied orbital energy (alpha / beta): -9.006 / -8.977 eV. The spin multiplicity is 1.

What should be chosen as the most stable of them? Choose *i*.